1.
Here is a structure of composition C22H24F2MgN5 from OMol25. Energies are from ωB97M-V/def2-TZVPD.

Output
Net charge: +1
Max |F|, eV/Å: 0.5
HOMO, eV: -10.85

Last column: Löwdin charge in e.
Cartesian coordinates (Å):
H -1.521 -0.620 3.554  0.128
H -0.827 0.873 2.927  0.130
H -0.041 5.241 -1.669  0.111
H -0.885 -1.076 -3.678  0.131
C 0.038 -3.332 -2.340  0.006
H -2.643 -0.966 -0.727  0.114
C 4.988 0.301 1.133  0.071
C -2.071 0.633 -2.059  -0.163
H 0.773 -0.651 2.392  0.120
C 2.309 -0.003 0.222  -0.103
H -3.169 0.651 2.172  0.130
C -2.393 0.053 1.695  -0.168
H 0.161 -4.792 0.718  0.126
C 1.994 4.537 -1.430  -0.032
H 3.852 3.565 -1.015  0.119
H -2.835 -0.922 1.484  0.117
C 2.181 2.418 -0.310  -0.189
C -0.138 -2.704 0.320  -0.233
H 2.454 5.386 -1.920  0.119
H -2.598 0.184 -2.905  0.126
C 0.611 4.459 -1.306  -0.051
C -1.203 -0.111 2.640  -0.174
C -0.326 -2.258 1.761  -0.106
N -0.118 -0.809 1.937  -0.092
H -1.349 -2.508 2.052  0.130
F 5.044 -1.994 1.565  0.070
H 0.104 -3.555 -3.397  0.126
H 0.779 -0.697 -3.258  0.142
C -0.150 -2.035 -1.900  -0.229
C 0.158 -4.334 -1.389  -0.018
Mg 0.213 0.236 -0.041  0.569
H -3.751 0.398 -0.747  0.132
H 0.321 -5.358 -1.698  0.121
C 2.778 3.522 -0.927  0.015
F 4.863 2.584 0.710  0.065
C 4.261 1.374 0.668  -0.218
N -0.234 -1.743 -0.603  0.088
H 0.324 -2.838 2.416  0.137
H -0.203 1.170 -2.657  0.122
C 0.070 -4.023 -0.039  0.003
C 3.053 -1.090 0.688  -0.067
H -2.229 1.711 -2.126  0.120
H -0.984 3.255 -0.562  0.098
H -2.085 1.646 0.444  0.115
N 0.834 2.336 -0.213  0.045
H 5.999 0.422 1.496  0.137
H 2.642 -2.099 0.710  0.099
C 0.090 3.344 -0.693  -0.142
N -1.959 0.639 0.409  -0.087
C 2.953 1.254 0.207  -0.154
C -2.694 0.121 -0.763  -0.185
C -0.218 -0.849 -2.842  -0.110
N -0.610 0.396 -2.148  -0.084
C 4.357 -0.927 1.120  -0.275

2.
Here is an isolated molecule of C22H24F3NO3 from OMol25. Energies are from ωB97M-V/def2-TZVPD.

Output
Max |F|, eV/Å: 0.6
HOMO, eV: -8.57
SMILES: O=C(c1cccc(C(F)(F)F)c1)[C@@H]1CCCN(Cc2ccc(OCCO)cc2)C1

Last column: Löwdin charge in e.
Cartesian coordinates (Å):
C -1.620 1.234 1.274  -0.042
F -5.517 -0.455 -0.801  0.143
H 3.748 -0.827 -3.452  0.118
C 0.153 -1.445 4.623  -0.176
C 2.435 -0.148 0.272  -0.231
N 2.170 -0.737 -2.106  -0.160
C 0.759 -0.443 -2.068  -0.135
C 2.982 -0.030 -1.124  -0.149
C 0.418 0.980 -2.582  -0.221
H 1.077 -2.436 2.354  0.107
C -0.987 1.358 0.049  -0.008
H 2.722 1.922 0.753  0.117
H -1.203 -1.708 2.943  0.117
H 0.743 -2.360 4.470  0.124
O -1.948 -2.690 4.611  -0.048
H 3.978 -0.488 -1.160  0.134
C 2.678 -0.610 -3.460  -0.186
C 2.417 0.767 -4.085  -0.170
C -1.260 -1.611 4.038  -0.249
H 2.180 -1.377 -4.062  0.123
H 3.106 1.039 -1.362  0.114
H 2.051 -2.239 0.131  0.123
H 2.998 1.528 -3.559  0.104
H 0.078 -1.262 5.698  0.136
H 0.051 1.648 0.032  0.099
C 2.357 0.965 1.101  -0.049
H -3.576 0.619 -1.985  0.134
C -3.034 0.787 -1.066  0.064
O -1.767 1.331 -3.479  0.115
C -5.122 0.318 0.221  -0.587
H -3.452 0.771 2.294  0.121
C 1.426 -1.471 2.023  -0.006
C -2.956 0.879 1.341  0.001
C -3.659 0.660 0.163  -0.102
C 1.823 0.868 2.369  -0.012
H -1.850 -0.722 4.272  0.125
C -1.072 1.189 -2.498  -0.319
H 2.751 0.759 -5.124  0.111
C 1.982 -1.365 0.760  -0.029
C 1.333 -0.349 2.840  -0.275
O 0.811 -0.316 4.101  -0.043
C -1.683 1.123 -1.134  -0.119
C 0.931 1.112 -4.017  -0.151
H 0.394 -0.576 -1.049  0.107
H 0.757 2.126 -4.384  0.122
H -1.064 1.413 2.181  0.104
H -1.490 -3.512 4.403  0.092
H 0.257 -1.171 -2.712  0.144
H 1.767 1.729 3.016  0.122
H 0.920 1.709 -1.938  0.146
F -5.898 1.419 0.184  0.142
H 0.363 0.431 -4.654  0.123
F -5.457 -0.336 1.345  0.137

3.
Here is an isolated molecule of C22H24F3NO3 from OMol25. Energies are from ωB97M-V/def2-TZVPD.

Output
Max |F|, eV/Å: 0.6
HOMO, eV: -8.42
SMILES: O=C(c1cccc(C(F)(F)F)c1)[C@@H]1CCCN(Cc2ccc(OCCO)cc2)C1

Last column: Löwdin charge in e.
Cartesian coordinates (Å):
H -0.207 0.054 2.968  0.153
C -2.006 0.291 4.125  -0.158
H -2.927 2.100 -0.033  0.127
C 0.482 2.234 -0.164  -0.029
H -2.926 0.050 1.573  0.147
C -1.952 2.397 0.392  -0.154
H -2.101 1.366 -2.146  0.112
F 1.804 -1.599 -1.927  0.144
H -0.384 -5.557 0.421  0.109
H 2.550 2.069 -0.711  0.120
H -1.351 -0.027 0.749  0.116
O 3.548 -0.171 -6.206  -0.055
C -0.819 -3.801 1.562  0.002
C -1.321 -1.769 2.861  -0.315
H 3.153 0.496 -6.779  0.088
H 0.790 -0.827 1.256  0.122
H -1.561 -0.090 5.045  0.122
C -1.862 0.346 1.639  -0.139
C -2.494 2.342 2.768  -0.198
H -1.966 3.482 0.537  0.127
C -0.514 -2.462 1.811  -0.119
O 2.370 1.168 -3.049  -0.048
F 3.308 -2.750 -0.917  0.141
C 2.260 -1.936 -0.704  -0.579
H -0.276 0.822 -3.660  0.105
C -0.044 1.219 -2.685  -0.014
H 1.628 -0.337 -4.266  0.127
C 2.197 0.600 -4.326  -0.195
H -3.040 -0.056 4.089  0.123
C 3.593 0.319 -4.892  -0.239
H -1.606 -4.257 2.143  0.120
H 1.414 -4.463 -0.885  0.125
H -3.565 2.087 2.668  0.128
C -0.840 2.045 -0.559  -0.237
O -2.021 -2.409 3.613  0.110
C -0.136 -4.523 0.602  -0.046
F 2.751 -0.820 -0.155  0.148
H 4.078 -0.456 -4.295  0.127
H 1.661 1.300 -4.988  0.134
C 0.506 -1.853 1.083  0.049
H -2.401 3.431 2.739  0.119
C 0.869 -3.916 -0.130  -0.001
C 1.524 1.929 -1.010  -0.004
H -2.556 2.223 4.918  0.111
C -1.083 1.529 -1.820  -0.035
C -1.963 1.815 4.099  -0.171
H -0.932 2.151 4.220  0.115
C -1.254 -0.260 2.913  -0.228
H 4.193 1.236 -4.826  0.126
C 1.272 1.420 -2.287  -0.282
C 1.185 -2.586 0.122  -0.100
N -1.708 1.784 1.686  -0.169
H 0.680 2.622 0.823  0.117

| no. | frontier orbital gap (eV) |
| --- | --- |
| 1 | 8.57 |
| 2 | 8.66 |
| 3 | 8.44 |